(1)
Here is a cluster of 9 separate species, C36H45N9 in total from the OMol25 dataset. Energies are from ωB97M-V/def2-TZVPD.

Positions of all 90 atoms, in Å:
1 H 0.00017 -3.99585 -0.76439
2 C -0.77486 0.76359 6.16455
3 H -4.47601 0.51447 1.53164
4 H -6.13216 4.18102 -0.71693
5 H 2.37108 1.46550 -4.99870
6 C -1.26190 1.36582 0.82450
7 C 0.24846 0.55363 -0.78626
8 H -6.06789 -3.52511 0.45294
9 H 4.21214 -3.57904 -1.36769
10 H 3.62973 1.67779 -2.30181
11 C 3.72043 1.57011 4.71341
12 C 2.70683 3.39666 3.49129
13 H 2.72132 -2.92641 -3.94602
14 C -1.85888 -1.00057 -5.06057
15 H 1.83953 1.39253 0.40172
16 H -2.01989 0.59194 -1.34585
17 N 0.83155 1.21089 0.37886
18 C 1.07600 -4.09188 -0.90579
19 N 1.70859 -5.31967 -1.13031
20 C -3.19812 4.03406 -1.67148
21 C -5.33708 -1.43134 0.38491
22 C -4.99471 -0.44729 1.46634
23 N -1.47084 -2.37723 -4.85658
24 C 3.90722 0.07368 -4.57196
25 N 4.65385 2.55848 4.39626
26 H -5.36548 -0.58185 3.61544
27 C 4.38725 -0.56033 -0.14474
28 C -5.61391 -1.00468 2.67126
29 H 0.84905 -0.89345 -3.84543
30 H 3.91268 -0.90859 -2.34144
31 H 5.54776 2.41819 4.66847
32 H -6.63144 -3.14436 2.72730
33 H 0.33840 -1.22679 5.94881
34 H -1.35247 -1.56106 4.34480
35 C -0.03690 1.50449 1.32300
36 H -2.25026 1.75260 1.18086
37 H -2.17360 2.21024 5.02851
38 C 2.13530 -3.19244 -0.92102
39 C 2.54673 1.98123 4.10135
40 H 0.81297 0.40646 -1.71574
41 H 3.60066 -5.98417 -1.66487
42 N -1.35198 -0.72492 4.57902
43 N 3.97603 -1.33109 -4.40015
44 C 3.89436 1.34418 -1.41065
45 H 1.47437 1.57663 4.15007
46 H -0.18832 1.09850 6.96449
47 H 4.55161 4.41058 3.49985
48 C 4.18074 1.68647 -0.10331
49 H -4.36248 3.92810 1.25827
50 C 4.52551 0.50401 0.66309
51 C 3.36773 -3.99677 -1.35981
52 H -1.90943 3.41574 -0.15858
53 C -1.82080 -2.83600 -3.63416
54 C -4.25121 3.69434 0.16845
55 H -2.57303 -1.87964 -1.93470
56 H 1.33520 -6.22177 -1.10554
57 C 2.64108 0.42590 -4.55384
58 H -2.50206 3.92292 -2.47882
59 C -0.46780 -0.48954 5.58209
60 C -5.72194 -2.63598 0.86930
61 H 4.93045 -1.92880 -4.25166
62 N -4.54605 4.22960 -1.84125
63 C -1.10279 0.80581 -0.63503
64 H -1.56632 -3.75658 -3.15027
65 C 1.88351 -0.80279 -4.15321
66 N -6.00043 -2.32202 2.17886
67 H 4.17434 2.70161 0.04752
68 H 4.94865 0.42442 -4.67050
69 H -4.95316 -1.20313 -0.57304
70 H -2.90130 0.17886 3.49429
71 C -1.88929 1.29334 5.13633
72 C 2.65187 -1.84447 -4.06091
73 H -5.01680 4.28505 -2.59398
74 C 4.09613 3.55637 3.69552
75 H -1.62570 -0.48373 -5.85506
76 C -2.17925 0.26767 4.23025
77 C -2.39677 -0.54313 -3.85440
78 H 1.95780 -2.02717 -0.70455
79 H 0.17605 1.96557 2.36165
80 H 3.83579 0.65740 5.36593
81 C -2.32259 -1.82765 -3.01809
82 H 4.64570 0.48339 1.82622
83 C -2.92087 3.56290 -0.46768
84 N 4.12245 -0.05008 -1.44023
85 C -5.21395 3.92762 -0.73833
86 H 4.52534 -1.51490 -0.04770
87 H -0.97703 -2.93279 -5.54374
88 H -2.82804 0.49900 -3.70600
89 C 3.03076 -5.25755 -1.39397
90 H 1.92263 3.89326 3.00930

As for the multiplicity: 1. The calculation puts the energy above the lowest of the compared OMol25 structures with the same formula, charge and spin at 1480.40 kJ/mol.

=====

(2)
Here is a cluster of 10 separate species, C60H132F6N8O12 in total from the OMol25 dataset. Energies are from ωB97M-V/def2-TZVPD.

Positions of all 218 atoms, in Å:
1 C -3.15844 0.63517 -6.08546
2 O -1.13620 1.00824 1.89937
3 H 1.18981 5.83026 -3.39696
4 H 6.24142 10.14032 3.68185
5 C 2.59662 -4.92845 1.01803
6 H -4.41924 6.63776 3.04222
7 N -2.23140 -12.27766 -1.37580
8 H 4.28815 4.02687 3.07014
9 C 2.32729 2.09371 1.36851
10 O -1.96107 -9.67597 -0.61244
11 H -4.32719 -3.57639 -7.40170
12 C 8.55558 -3.30810 -1.44696
13 C 5.22064 5.89732 1.42397
14 N -4.43417 -2.77181 4.40477
15 H -3.46911 2.96341 2.68513
16 H -3.33835 3.29961 4.44643
17 C -5.12698 3.07780 0.37353
18 H 7.51346 -3.05920 -1.21257
19 C -4.46817 -3.04396 2.02601
20 H -3.50721 -4.82893 5.84084
21 H -5.06189 6.45335 0.61212
22 H 1.83724 2.48103 2.24701
23 H 9.12455 -2.43395 -1.34006
24 H 4.71526 5.16578 4.31386
25 H 7.43095 6.04471 1.30688
26 H -1.70794 -9.49395 1.33999
27 F 2.84247 -5.41770 -0.17051
28 H -2.95900 -3.35818 6.62780
29 C -3.31008 5.50487 1.63031
30 F -1.79789 1.39853 -0.77069
31 H 1.76171 8.11959 -7.84475
32 C -7.19672 -3.78207 4.67838
33 C -1.65377 0.24728 -0.26500
34 H 5.10008 4.89525 1.02897
35 H -0.55514 -1.65941 4.76236
36 H 1.60017 -3.30738 1.93995
37 N -2.78125 -0.17038 -8.42462
38 C -0.55788 0.31314 0.82808
39 C -6.52493 -3.72360 3.34007
40 H -3.33708 -10.87247 -2.41161
41 H -3.27178 -10.67319 0.67226
42 C 8.43336 -5.55432 -0.66363
43 C -5.93022 -1.26325 3.11567
44 H -5.68611 -2.26057 7.40640
45 C -3.79175 -0.47156 -10.67699
46 H -4.81168 4.94549 5.60877
47 C -1.67339 -1.75789 -10.04751
48 H 3.02624 -1.78944 -2.99748
49 H 2.73836 7.17567 1.15221
50 H 3.76770 6.93413 -9.00211
51 H -5.20486 -0.49190 2.78527
52 N 0.50372 1.02121 4.06461
53 N -5.68802 4.31028 2.40686
54 O 2.33113 6.50595 -4.79704
55 C 6.19773 7.50161 5.02343
56 H 10.28157 -7.16933 1.80537
57 H 1.63898 -1.27036 3.50782
58 C 3.07721 6.81632 -6.97481
59 H 6.67505 5.45982 2.74972
60 C 1.54717 -3.68394 0.92120
61 H -4.10165 -4.36989 7.41049
62 C 2.13384 5.50563 -3.84383
63 H -5.48652 -11.32010 -1.23389
64 H -1.38101 -11.76263 -1.58650
65 H 4.82081 9.69737 4.60558
66 H 6.67138 8.39567 1.74212
67 C -0.32853 -0.83972 5.43009
68 H -1.42724 -1.39978 -5.61683
69 H 3.40707 1.94279 1.55124
70 H -6.37776 4.33496 5.03072
71 C -4.75853 4.52763 3.50282
72 H -2.75247 6.38292 1.36848
73 H 1.66091 7.99123 -6.21778
74 H -5.16510 -3.16640 1.17939
75 C -3.66126 -1.72058 -6.66244
76 C -3.40080 -11.33509 -1.40798
77 H 1.92789 6.46894 2.50348
78 H -0.32007 -0.72057 1.17749
79 H 4.30972 7.00342 -4.99120
80 H -0.47965 -8.64479 0.41786
81 H -2.80706 1.53846 -6.58794
82 H 6.30113 6.43882 5.04990
83 C 1.86358 -2.54230 -1.35558
84 F 2.12305 -5.88232 1.81545
85 H -7.69094 -2.83700 4.89252
86 C -1.54428 -8.88543 0.43286
87 H -6.05642 -1.30713 6.04612
88 H 10.69563 -4.86368 -0.64668
89 F -2.82382 -0.01456 0.33532
90 H -2.72787 0.61583 -5.11878
91 H -5.74779 2.31891 0.91781
92 H 4.86339 9.80076 2.74869
93 C -5.40082 -2.71010 3.21565
94 C -3.87024 5.68143 3.05251
95 H 1.48861 0.42805 5.82730
96 H -4.09175 5.33835 -0.35897
97 C 9.56467 -6.42729 1.43707
98 H -0.12960 -1.29490 6.40385
99 C 1.69153 0.78832 0.86287
100 H 4.91717 0.48580 3.45293
101 C -3.20796 -10.28250 -0.35491
102 O 2.25316 -2.67331 0.04571
103 N 4.39930 7.32227 3.29919
104 H -6.66806 5.10827 -0.74508
105 C -5.51405 4.94113 4.80014
106 C -6.20525 -4.19753 5.72528
107 H -3.55385 -2.08191 -5.65690
108 C -5.30712 -1.91045 6.47592
109 H -1.30094 -2.42899 -9.31458
110 C 3.51908 6.46433 -5.54718
111 C -1.25603 -0.90700 -6.56730
112 H -2.08350 -7.96859 0.55684
113 F 3.74709 -4.58152 1.59339
114 H -6.52428 -0.92309 3.93588
115 H 2.40150 0.27762 0.17195
116 C 2.01237 -0.81212 4.40367
117 H -4.77177 -0.07799 -10.29880
118 H 9.65186 -5.42950 1.86323
119 H 9.38593 -7.46783 -0.28806
120 H -4.05546 2.87604 0.56984
121 H 2.52862 5.43488 1.22990
122 H 1.69391 -3.51333 -1.82939
123 H -1.98606 -2.29058 -10.91324
124 H 8.64912 -3.77530 -2.43131
125 C 4.11615 6.10157 2.49788
126 H 7.65431 7.62157 2.98610
127 H -4.75756 2.44066 3.90742
128 H 11.12815 -6.25110 -1.42835
129 H 4.66667 5.83816 -7.97754
130 H -3.16012 5.80720 3.88296
131 C -2.99803 -1.21499 -9.54688
132 O -6.90656 3.99719 2.70783
133 H -4.05344 -1.18040 -11.44633
134 H 3.24107 -0.93452 -1.54029
135 C 5.37938 9.48982 3.69633
136 H 1.31508 1.54053 3.82049
137 N 2.30575 8.10560 -6.96001
138 H -7.62250 4.18542 0.39883
139 H -4.42624 -1.32790 6.56049
140 H -2.30384 -13.01273 -2.07420
141 C -3.52646 -2.84740 -7.65769
142 H -0.57364 -0.09964 -6.37495
143 O 0.26079 -3.97691 0.72188
144 O -2.42494 0.79543 -8.74381
145 H 8.54253 -6.77403 1.73751
146 C -3.81795 -3.99066 6.45130
147 H -7.98388 -4.50308 4.58618
148 H -4.67996 -1.34292 -6.74792
149 O 8.96932 -4.22183 -0.47172
150 H -6.60226 -1.38656 2.26418
151 C 9.52269 -6.44191 -0.06080
152 H -6.69970 -4.25723 6.64659
153 H -0.45666 0.93208 2.64221
154 H 7.49769 -5.67814 -0.07926
155 H -0.04815 1.66302 4.62592
156 H 2.20294 2.85754 0.59226
157 H -2.07934 -12.71345 -0.43662
158 C -4.73279 -12.06705 -1.23666
159 H 2.81960 5.56008 -3.02287
160 H -3.24989 0.35775 -11.18655
161 C 3.09636 -1.93263 -1.94149
162 H 2.29077 6.08464 -7.23787
163 H 7.17133 7.93930 5.14016
164 H 11.58258 -6.13996 0.11457
165 F -1.33278 -0.59227 -1.24563
166 C 5.73558 7.98542 3.63042
167 H 4.11287 -0.88978 2.67377
168 C 4.17701 6.78964 -8.02001
169 H 1.55251 0.15769 1.73205
170 H -0.71743 -1.67243 -7.17389
171 C 2.76507 6.32737 1.83491
172 H -4.19389 0.64612 -5.80226
173 H 2.77685 9.05694 -6.98358
174 H -5.85354 -5.22880 5.52389
175 H -7.18321 5.82750 0.68651
176 C -4.45297 5.52276 0.65447
177 H -7.11160 -3.46220 2.45451
178 H 4.94115 6.51538 0.58256
179 H -6.25916 -4.78583 3.20887
180 H -1.24938 -0.24223 5.48604
181 C 4.32234 -0.42378 3.63889
182 H 3.90697 -2.63423 -1.85307
183 C 4.02060 4.96810 3.52425
184 H 8.15526 -5.71304 -1.65297
185 H 0.99937 -1.87995 -1.57697
186 O -3.44763 -2.40472 4.31528
187 C -4.04431 3.25967 3.59270
188 H -5.95881 5.93675 4.86559
189 H 4.83860 7.66372 -7.87202
190 H 4.81840 -1.07370 4.34770
191 O 3.06999 0.10319 4.26072
192 H -3.73512 -2.24192 1.79785
193 H 2.21914 -1.62738 5.05965
194 H -1.02644 -0.94553 -10.35701
195 H 3.03719 4.99803 3.97523
196 H -4.88353 -1.98385 -8.84846
197 H 2.02985 4.49887 -4.30849
198 C -5.53093 4.41613 0.87474
199 C 6.57339 6.20566 1.99096
200 H -4.04553 -9.56666 -0.47803
201 O 0.52262 1.01193 0.23551
202 H -4.98866 -12.74925 -2.07098
203 N 10.82993 -5.89535 -0.54398
204 C 6.70502 7.61748 2.51974
205 H -4.03834 -3.26314 -9.71236
206 C -4.99786 -3.22514 5.77639
207 H -3.97567 -4.03025 2.12477
208 H -2.59409 4.66302 1.51650
209 H 5.56988 7.78590 5.83094
210 C -3.90652 -2.40521 -9.04713
211 O 3.37725 7.65630 3.94960
212 C -6.80239 4.88083 0.29339
213 C -2.72922 -0.59404 -6.90980
214 C 0.90631 -0.04579 5.02794
215 H 3.85614 5.40909 -5.61293
216 H -5.29102 2.94486 -0.69804
217 H -2.54516 -3.31420 -7.49866
218 H -4.78485 -12.55355 -0.27313

As for the multiplicity: 1. The net charge is +6.

=====

Number 1: energy -1890.97277 hartree. Number 2: energy -4302.82911 hartree.